The following is a quantum chemistry calculation of C4H9NP as an isolated structure in a non-equilibrium geometry, from OMol25.

```
15
Properties=species:S:1:pos:R:3:nbo_charge:R:1
H 3.4915 -2.2753 -0.1883 0.2425
C -1.6169 0.6243 0.4551 0.3238
H 0.2977 0.2895 2.5162 -0.0261
H -2.7184 -0.3453 -1.0926 0.2838
N -0.3173 0.8786 0.2970 -0.7200
H 1.6236 -1.4795 0.6597 0.1704
H -1.9556 0.4967 1.4813 0.2252
C -2.6330 0.6173 -0.6490 -0.7056
P 0.9049 1.0365 1.5064 0.7149
H 4.4004 -0.6515 -0.1418 0.2274
H -3.5723 0.8480 -0.1502 0.2651
H -0.0403 1.1372 -0.6386 0.4436
C 2.3341 -0.7038 0.7096 -0.3238
C 3.4641 -1.1755 0.1576 -0.3818
H -2.5271 1.3132 -1.4047 0.2607
```

As for the charge: +1. As for the relative energy (zero: lowest compared OMol25 entry of this formula, charge and spin): 327.7 kJ/mol. For the HOMO-LUMO gap (spin up / spin down), the calculation gives 7.961 / 7.961 eV. The highest occupied orbital energy (spin up / spin down) comes out at -13.39 / -13.39 eV.

***

The following is a quantum chemistry calculation of a 2-piece molecular cluster, C4H9NS overall in a non-equilibrium geometry, from OMol25.

```
15
Properties=species:S:1:pos:R:3:nbo_charge:R:1
H 0.8552 2.1142 0.4392 0.2059
H -3.7363 1.0751 2.7517 0.1922
C 3.2462 -1.2728 -1.4274 -0.7425
C -2.9462 -0.0183 1.0963 -0.4029
H -2.0276 1.4208 2.4318 0.1889
H 0.1280 0.5738 1.0645 0.1753
H 1.5676 1.3376 1.6606 0.1940
H 4.2026 -0.7511 -1.4612 0.2407
H 3.3321 -2.2620 -1.8314 0.2076
C -2.8707 0.7941 2.0859 -0.3776
S 1.7976 -1.0435 -0.6547 0.9156
H -3.9239 -0.4742 0.9922 0.1950
H -2.2455 -0.1481 0.2541 0.2045
N 1.8618 0.4813 -0.1841 -0.7569
C 1.0183 1.0893 0.7490 -0.4397
```

As for the charge: 0. As for the relative energy (zero: lowest compared OMol25 entry of this formula, charge and spin): 426.7 kJ/mol. For the HOMO-LUMO gap (spin up / spin down), the calculation gives 7.893 / 8.037 eV. The highest occupied orbital energy (spin up / spin down) comes out at -7.96 / -8.05 eV.

***

The following is a quantum chemistry calculation of one molecule with the formula C4H9NS in a non-equilibrium geometry, from OMol25.

```
15
Properties=species:S:1:pos:R:3:nbo_charge:R:1
S -1.8895 -0.5425 -0.1006 -0.0694
H 2.5172 -1.3195 0.9274 0.2116
C 0.5896 0.9064 0.4694 -0.0614
H 2.3881 -1.9056 -0.7201 0.2096
H -1.7397 -1.8678 -0.3450 0.1367
H 1.2216 1.0030 1.3451 0.1880
C -0.1548 -0.3934 0.5317 -0.3375
N 0.0740 2.0681 -0.1488 -0.8110
H 3.0688 -0.3661 -0.5051 0.2111
H -0.9658 2.0655 -0.0897 0.3611
C 2.2837 -0.9842 -0.1121 -0.6038
C 0.9769 -0.2690 -0.3702 -0.2510
H 0.9106 -0.1307 -1.4415 0.2250
H 0.2703 2.0102 -1.1545 0.3579
H -0.1284 -0.8442 1.5228 0.2330
```

Its structure (SMILES) is C[C@@H]1[C@@H](N)[C@H]1S. As for the charge: 0. As for the relative energy (zero: lowest compared OMol25 entry of this formula, charge and spin): 146.3 kJ/mol. For the HOMO-LUMO gap, the calculation gives 9.823 eV. The highest occupied orbital energy comes out at -8.93 eV.

***

The following is a quantum chemistry calculation of one molecule with the formula C4H9NS in a non-equilibrium geometry, from OMol25.

```
15
Properties=species:S:1:pos:R:3:nbo_charge:R:1
C 0.1784 2.2065 1.5140 -0.3772
H -0.3806 2.8989 1.9844 0.1945
H -0.5623 -2.3239 -1.9779 0.2141
H -1.3117 2.0287 0.0837 0.2038
C -0.3900 1.6937 0.4590 -0.3947
N 1.7805 -0.0333 -0.1961 -1.1880
H 1.1589 1.8651 1.9725 0.2282
H 0.8294 -2.0559 -0.9231 0.2495
H -0.6110 -2.8420 -0.3229 0.2174
H 2.6300 0.2331 -0.5622 0.3715
C -0.2958 -2.0666 -0.9411 -0.6595
H -0.9725 -0.9177 0.8556 0.2436
C -0.7778 -0.7948 -0.3191 -0.5642
S 0.4243 0.5446 -0.7402 1.0394
H -1.6998 -0.4365 -0.8866 0.2217
```

As for the charge: 0. As for the relative energy (zero: lowest compared OMol25 entry of this formula, charge and spin): 335.6 kJ/mol. For the HOMO-LUMO gap, the calculation gives 9.267 eV. The highest occupied orbital energy comes out at -8.41 eV.